[1]
Molecular formula: C23H70N10O12
Method: DFT, the ωB97M-V functional and the def2-TZVPD basis

As for the SMILES: NC(N)=O.NC(N)=O.NC(N)=O.NC(N)=O.NC(N)=O.CC(C)O.CC(C)O.CC(C)O.CC(C)O.CCO.CCO.CCO. As for the highest occupied orbital energy: -9.1 eV. As for the total charge: 0. The spin multiplicity is 1. The HOMO-LUMO gap is 9.2772 eV. As for the total energy: -2368.81362 a.u.

Cartesian coordinates (Å):
C (0.78450, -4.60570, -1.14999)
C (-0.49609, -4.65371, -1.86350)
O (-1.20891, -3.55650, -1.43842)
H (1.18964, -3.59624, -1.22026)
H (1.54436, -5.32998, -1.44349)
H (0.75021, -4.74214, -0.06911)
H (-1.06702, -5.53033, -1.55740)
H (-0.49582, -4.77371, -2.94688)
H (-1.38575, -3.75234, -0.51540)
C (0.74182, -0.16985, 4.23543)
C (2.06204, 0.57994, 4.38968)
O (1.80751, 1.81925, 5.05310)
H (0.21522, 0.33061, 3.42281)
H (0.16188, -0.23736, 5.15588)
H (0.84418, -1.19623, 3.88305)
H (2.56699, 0.83221, 3.45722)
H (2.72551, -0.06554, 4.96524)
H (2.43846, 2.48315, 4.76547)
C (0.86114, -0.38959, -1.80215)
C (0.32508, -0.51775, -0.43137)
O (0.46920, 0.66717, 0.34623)
H (1.91724, -0.65742, -1.77038)
H (0.71736, 0.61427, -2.20175)
H (0.40519, -1.12296, -2.46727)
H (0.82023, -1.35785, 0.05561)
H (-0.69750, -0.89152, -0.37901)
H (-0.28258, 0.90203, 0.89511)
C (4.12022, 2.36545, -0.61373)
O (3.87337, 3.11628, 0.31208)
N (3.34777, 1.47533, -1.09395)
N (5.31685, 2.31949, -1.14374)
H (3.75665, 1.02467, -1.90006)
H (2.47170, 1.19644, -0.67583)
H (5.94701, 3.01095, -0.76310)
H (5.48982, 1.76325, -1.96884)
C (4.79610, -0.47783, -4.21988)
O (4.70986, 0.47205, -3.47797)
N (5.87938, -0.98150, -4.59812)
N (3.76927, -1.03013, -4.80445)
H (5.77252, -1.64663, -5.35064)
H (6.77182, -0.53144, -4.45288)
H (2.87383, -0.65064, -4.53192)
H (3.95684, -1.89617, -5.28912)
C (-1.69421, -3.50317, 2.00147)
O (-1.48010, -4.48375, 1.31634)
N (-0.81078, -2.55969, 2.21034)
N (-2.79086, -3.15202, 2.55146)
H (-1.15455, -1.64559, 2.46790)
H (0.14309, -2.63444, 1.88684)
H (-2.76505, -2.40484, 3.23055)
H (-3.54478, -3.81747, 2.45714)
C (3.16887, -2.21003, 2.10339)
O (2.23603, -2.80566, 1.58905)
N (3.87373, -2.52584, 3.16329)
N (3.60793, -1.08602, 1.61524)
H (4.46853, -1.77935, 3.49354)
H (3.69845, -3.36404, 3.69882)
H (3.18890, -0.71876, 0.77285)
H (4.26723, -0.46452, 2.06153)
C (-3.78373, -2.65142, -3.58977)
O (-4.49218, -2.34217, -4.55394)
N (-2.81288, -1.90186, -3.16265)
N (-3.83267, -3.72512, -2.83801)
H (-2.56824, -1.06138, -3.66650)
H (-2.17892, -2.40209, -2.55606)
H (-4.49304, -4.42247, -3.15062)
H (-3.11676, -3.99078, -2.17695)
C (0.29888, 3.62361, -4.22626)
C (1.47880, 3.32547, -5.17282)
C (2.49494, 2.37579, -4.61271)
O (1.04401, 2.73746, -6.40552)
H (0.57019, 4.34028, -3.45109)
H (-0.20012, 2.76659, -3.77392)
H (-0.53020, 4.10239, -4.74733)
H (1.94811, 4.26216, -5.47358)
H (3.42611, 2.78437, -5.00526)
H (2.33333, 1.30032, -4.68577)
H (2.72944, 2.60009, -3.57214)
H (1.05731, 1.81724, -6.13237)
C (-2.95217, -0.83544, 5.52555)
C (-3.07611, 0.28514, 4.46329)
C (-2.65957, 1.70818, 5.00529)
O (-2.24525, -0.07633, 3.40707)
H (-3.75306, -0.88049, 6.26355)
H (-2.07383, -0.65213, 6.14443)
H (-2.99390, -1.85595, 5.14488)
H (-4.11804, 0.31631, 4.14468)
H (-1.69787, 1.60304, 5.50747)
H (-3.42589, 2.08201, 5.68433)
H (-2.73513, 2.52706, 4.28987)
H (-2.24617, 0.60597, 2.73174)
C (0.33487, 3.42071, 2.37387)
C (-1.15680, 3.44943, 1.71014)
C (-1.19177, 4.04130, 0.32146)
O (-1.69291, 2.14600, 1.64458)
H (0.66135, 4.45462, 2.48586)
H (1.00292, 2.86285, 1.71768)
H (0.41960, 2.93947, 3.34821)
H (-1.78801, 4.02114, 2.39046)
H (-2.04394, 4.71679, 0.24647)
H (-1.17522, 3.36120, -0.53018)
H (-0.33096, 4.70542, 0.24368)
H (-2.40425, 2.06255, 1.00534)
C (-4.03260, 1.20694, -1.51241)
C (-4.52060, 0.84947, -0.09541)
C (-3.84335, -0.45983, 0.41956)
O (-4.57564, 1.97728, 0.76281)
H (-2.94662, 1.23539, -1.60151)
H (-4.49831, 2.14347, -1.81923)
H (-4.35627, 0.57007, -2.33565)
H (-5.56678, 0.62910, -0.30766)
H (-2.77152, -0.33383, 0.57251)
H (-4.11761, -1.34175, -0.15932)
H (-4.27956, -0.64085, 1.40194)
H (-5.50064, 2.16116, 0.94215)



[2]
Molecular formula: C23H71O30P7
Method: DFT, the ωB97M-V functional and the def2-TZVPD basis

As for the SMILES: COP(=O)(OC)OC.COP(=O)(OC)OC.COP(=O)(OC)OC.COP(=O)(OC)OC.COP(=O)(OC)OC.COP(=O)(OC)OC.COP(=O)(OC)OC.CO.CO. As for the highest occupied orbital energy: -9.7 eV. As for the total charge: 0. The spin multiplicity is 1. The HOMO-LUMO gap is 9.9508 eV. As for the total energy: -5566.10096 a.u.

Cartesian coordinates (Å):
C (2.31145, 1.29350, 2.02020)
O (1.56824, 0.06765, 1.69117)
P (0.46903, 0.00990, 0.53761)
O (-0.33070, 1.22952, 0.39341)
O (1.38143, -0.31164, -0.78998)
C (2.27552, -1.42744, -0.78522)
O (-0.26940, -1.35227, 0.78607)
C (-1.22354, -1.43412, 1.89044)
H (3.36280, 1.23351, 1.73881)
H (2.35021, 1.52957, 3.08362)
H (1.86507, 2.14270, 1.50280)
H (3.28056, -1.03944, -0.61950)
H (2.27723, -2.06467, -1.66953)
H (2.02734, -2.07010, 0.05948)
H (-1.93982, -2.23741, 1.71790)
H (-1.83274, -0.53602, 1.99239)
H (-0.75959, -1.66768, 2.84872)
C (-5.18071, 4.55864, -5.66617)
O (-3.97544, 4.25264, -4.99036)
P (-3.75469, 2.81396, -4.21377)
O (-3.57360, 1.61669, -5.11809)
O (-5.05729, 2.74118, -3.30769)
C (-5.33253, 3.53185, -2.11939)
O (-2.56558, 3.01842, -3.13908)
C (-2.29881, 2.04279, -2.14221)
H (-4.94235, 4.87520, -6.68159)
H (-5.89437, 5.20101, -5.15025)
H (-5.71067, 3.61086, -5.76083)
H (-5.59007, 2.92188, -1.25353)
H (-6.18082, 4.16652, -2.37574)
H (-4.46275, 4.08041, -1.75792)
H (-2.42709, 2.49173, -1.15727)
H (-1.23523, 1.80535, -2.11947)
H (-2.79907, 1.09520, -2.34194)
C (5.34624, 2.13895, 4.19717)
O (6.60090, 1.64392, 3.84599)
P (7.21918, 2.14243, 2.45309)
O (6.32822, 2.00071, 1.26909)
O (8.59299, 1.34176, 2.28018)
C (9.59785, 1.39226, 3.32215)
O (7.61632, 3.68017, 2.81052)
C (8.07435, 4.55874, 1.73132)
H (4.68289, 1.28749, 4.04522)
H (4.94956, 2.96727, 3.61010)
H (5.41221, 2.39079, 5.25562)
H (10.52331, 1.79149, 2.90713)
H (9.89539, 0.43629, 3.75306)
H (9.32130, 2.00622, 4.17928)
H (7.56464, 5.52091, 1.78131)
H (7.98533, 4.18189, 0.71242)
H (9.12146, 4.78856, 1.92843)
C (-8.65172, 0.41661, 1.65336)
O (-7.87653, -0.73261, 1.82977)
P (-6.57641, -1.04073, 0.92691)
O (-5.48079, -0.00511, 0.97475)
O (-6.06914, -2.46061, 1.56191)
C (-5.28741, -2.42044, 2.71348)
O (-7.12088, -1.45968, -0.53656)
C (-7.34244, -0.50076, -1.56792)
H (-9.60783, 0.10962, 1.22942)
H (-8.21749, 1.02230, 0.85795)
H (-8.70600, 0.98594, 2.58127)
H (-5.17989, -3.48237, 2.93452)
H (-5.82478, -1.77424, 3.40757)
H (-4.28573, -2.00614, 2.59904)
H (-6.59863, 0.29599, -1.57314)
H (-8.36591, -0.14298, -1.45564)
H (-7.37162, -0.97621, -2.54832)
C (-3.39198, -6.88214, -3.16123)
O (-2.79132, -5.65313, -3.39467)
P (-2.45368, -4.57513, -2.20506)
O (-1.70612, -3.30908, -2.53492)
O (-3.93519, -4.25677, -1.54654)
C (-3.94662, -3.45935, -0.36072)
O (-1.71771, -5.47932, -1.07577)
C (-0.28793, -5.63853, -1.02389)
H (-2.98730, -7.61665, -3.85753)
H (-4.46962, -6.83728, -3.31865)
H (-3.21988, -7.26141, -2.15394)
H (-4.36883, -4.07996, 0.42964)
H (-4.62751, -2.61320, -0.45309)
H (-3.00969, -3.07158, 0.03916)
H (0.18569, -5.05657, -1.81453)
H (-0.01322, -6.68561, -1.15139)
H (0.16557, -5.31683, -0.08636)
C (7.36499, 0.36520, -1.56983)
O (7.03190, 1.34139, -2.53989)
P (5.78180, 1.14033, -3.54786)
O (5.62391, 2.23745, -4.53719)
O (6.07121, -0.33837, -4.17177)
C (5.00783, -0.96316, -4.85175)
O (4.50190, 0.91630, -2.54365)
C (3.21757, 1.50680, -2.97103)
H (8.01161, 0.65355, -0.74107)
H (7.75624, -0.47442, -2.14433)
H (6.48635, 0.01049, -1.03104)
H (5.34500, -1.37349, -5.80362)
H (4.33188, -0.17566, -5.18497)
H (4.46185, -1.67705, -4.23502)
H (2.89038, 2.33598, -2.34373)
H (2.42002, 0.76383, -2.96578)
H (3.31517, 1.90126, -3.98245)
C (-3.80190, 0.75131, 4.13964)
O (-2.36055, 0.64288, 4.27761)
P (-1.37507, 1.80244, 4.97086)
O (-1.65992, 2.10472, 6.38705)
O (0.13961, 1.36507, 4.56414)
C (0.71688, 0.28677, 5.17721)
O (-1.65529, 3.09190, 3.99632)
C (-1.45042, 3.03351, 2.57954)
H (-4.22702, 0.66394, 3.13976)
H (-4.18410, 1.68792, 4.54556)
H (-4.27814, -0.09371, 4.63686)
H (1.03272, -0.47071, 4.45987)
H (0.07514, -0.23579, 5.88658)
H (1.55737, 0.63485, 5.77765)
H (-0.36855, 2.91904, 2.51210)
H (-1.79202, 3.86627, 1.96478)
H (-1.86298, 2.13501, 2.12064)
C (0.00617, -1.42235, -4.76502)
O (1.05559, -1.06387, -5.64647)
H (0.47320, -1.34409, -3.78326)
H (-0.90822, -0.84332, -4.89442)
H (-0.24715, -2.47870, -4.85470)
H (1.37661, -1.89229, -6.01016)
C (3.35086, -2.39748, 2.79220)
O (3.83242, -1.53762, 3.80711)
H (4.10093, -3.18703, 2.74635)
H (2.42838, -2.92092, 3.04347)
H (3.35073, -1.82339, 1.86563)
H (3.52943, -1.94055, 4.62408)



[3]
Molecular formula: C23H73BN14O11
Method: DFT, the ωB97M-V functional and the def2-TZVPD basis

As for the highest occupied orbital energy (alpha / beta): -10.7 / -10.7 eV. The expectation value of S² is 0.755. As for the total charge: +1. The spin multiplicity is 2. The HOMO-LUMO gap (alpha / beta) is 8.4707 / 2.9246 eV. As for the total energy: -2538.73339 a.u.

Cartesian coordinates (Å):
N (-1.63959, 1.82723, 0.03960)
H (-1.72291, 2.62421, -0.57521)
H (-2.53568, 1.36828, -0.04089)
H (-1.55864, 2.07630, 1.01506)
H (-0.94862, 1.17005, -0.29323)
B (0.26205, 0.19339, -0.99864)
H (0.56100, 1.22362, -1.11485)
H (0.08478, 0.00119, 0.04820)
H (-0.66023, 0.11159, -1.55267)
H (0.99429, -0.50191, -1.37896)
C (8.18626, 0.10832, -2.05074)
O (7.14229, -0.79117, -2.45202)
C (5.80571, -0.30343, -2.50583)
C (4.80597, -1.37728, -2.88110)
N (4.75866, -2.27310, -1.73659)
C (3.95028, -3.41681, -2.01831)
C (2.72633, -3.25228, -2.88259)
O (2.09794, -4.48812, -3.09903)
C (0.95163, -4.34806, -3.88926)
H (8.52840, -0.28960, -1.09538)
H (7.94603, 1.16385, -1.92327)
H (9.04971, 0.14014, -2.71523)
H (5.69191, 0.51346, -3.21847)
H (5.52284, 0.15797, -1.55969)
H (5.06476, -1.83251, -3.83708)
H (3.87565, -0.81976, -2.98961)
H (5.70133, -2.57153, -1.53068)
H (3.57850, -3.93370, -1.13361)
H (4.56913, -4.19780, -2.46009)
H (3.05764, -2.86929, -3.84781)
H (2.00739, -2.64364, -2.33416)
H (0.46069, -5.28267, -4.16051)
H (1.12141, -3.83821, -4.83759)
H (0.17982, -3.77329, -3.37734)
C (-4.68345, 2.43688, 5.56140)
O (-3.69367, 2.49859, 4.52551)
C (-2.65111, 3.37467, 4.73793)
C (-1.94438, 3.57951, 3.38632)
N (-1.36257, 2.30090, 2.87623)
C (-0.16008, 1.89370, 3.66613)
C (0.00027, 0.42064, 3.53124)
O (-1.06224, -0.12519, 4.34337)
C (-1.03705, -1.55761, 4.35743)
H (-5.47124, 1.72234, 5.32283)
H (-5.24648, 3.36259, 5.68038)
H (-4.22856, 2.05226, 6.47422)
H (-1.99486, 2.99299, 5.52007)
H (-3.03626, 4.33631, 5.07707)
H (-1.10022, 4.24640, 3.56172)
H (-2.63272, 3.93441, 2.61930)
H (-1.98042, 1.56069, 3.17699)
H (-0.05568, 2.08305, 4.73447)
H (0.64454, 2.41105, 3.14360)
H (1.00064, 0.14302, 3.86335)
H (-0.20087, -0.00214, 2.54691)
H (-1.75085, -1.96458, 5.07365)
H (-0.01695, -1.82037, 4.63753)
H (-1.14741, -1.97650, 3.35720)
C (-4.78539, -1.66936, 3.74752)
O (-5.25683, -1.26169, 2.52616)
C (-4.24502, -0.83957, 1.66394)
C (-4.94346, -0.15902, 0.45697)
N (-3.91714, 0.20166, -0.57528)
C (-4.48463, 0.81146, -1.82060)
C (-3.37698, 1.49235, -2.71724)
O (-2.99102, 2.77695, -2.19073)
C (-2.08210, 3.45786, -3.03400)
H (-4.28422, -0.86552, 4.28674)
H (-4.06850, -2.45414, 3.50606)
H (-5.53848, -2.12498, 4.39045)
H (-3.72057, -1.74474, 1.35781)
H (-3.48664, -0.19014, 2.10121)
H (-5.43345, 0.69394, 0.92651)
H (-5.84253, -0.62480, 0.05345)
H (-3.47522, -0.64346, -0.90782)
H (-5.32122, 1.47368, -1.59770)
H (-4.91630, -0.05417, -2.32303)
H (-3.93501, 1.64724, -3.64066)
H (-2.61904, 0.72819, -2.88952)
H (-2.57044, 3.99912, -3.84435)
H (-1.43068, 2.75369, -3.55159)
H (-1.36385, 4.08470, -2.50552)
C (1.30312, -3.67506, 1.81268)
O (0.74406, -4.32936, 0.99891)
N (1.95910, -4.13286, 2.79287)
N (1.23333, -2.40262, 1.79244)
H (1.92663, -5.14127, 2.83933)
H (2.23142, -3.59029, 3.60006)
H (1.64102, -1.93346, 2.58853)
H (0.72685, -1.97093, 1.03269)
C (-2.11189, -2.83921, -0.64818)
O (-2.86090, -2.10682, -1.27523)
N (-0.89149, -2.45027, -0.40466)
N (-2.44660, -3.94350, -0.10791)
H (-0.57774, -1.60025, -0.85088)
H (-0.30866, -3.02911, 0.18300)
H (-1.73432, -4.59389, 0.19168)
H (-3.40394, -4.11141, -0.38253)
C (1.01080, 4.55229, -0.81870)
O (-0.17815, 4.59257, -0.46793)
N (1.50439, 3.45617, -1.32832)
N (1.89859, 5.56636, -0.83254)
H (0.92141, 2.63255, -1.37154)
H (2.33000, 3.44042, -1.90988)
H (1.69545, 6.53865, -0.64956)
H (2.73782, 5.30671, -1.33092)
C (3.53641, 0.87541, 0.40832)
O (4.67556, 1.17386, 0.74909)
N (3.15662, 0.03501, -0.43465)
N (2.46233, 1.42445, 0.87614)
H (2.20916, -0.07718, -0.76607)
H (3.89035, -0.46173, -0.91941)
H (2.52942, 2.23783, 1.47113)
H (1.62623, 0.91116, 0.63622)
C (0.73895, -0.00219, -4.70000)
O (1.05407, -0.01480, -5.90652)
N (1.44577, 0.61769, -3.81649)
N (-0.31664, -0.52883, -4.12311)
H (1.23847, 0.56287, -2.82951)
H (1.95612, 1.43815, -4.11057)
H (-0.91198, -1.12625, -4.67877)
H (-0.35708, -0.56920, -3.11473)